{
  "formula": "C2H13N2OOs",
  "method": "ωB97M-V with the def2-TZVPD basis set",
  "symbols": ["C", "Os", "N", "N", "H", "H", "H", "H", "H", "H", "H", "H", "H", "H", "C", "O", "H", "H", "H"],
  "xyz": [[2.12293, 1.44035, -0.14883], [-0.86770, -0.02741, -0.27502], [-1.57308, -1.86578, -0.45241], [-0.32220, 0.26863, -2.26308], [-2.48985, -1.67805, -0.01615], [2.00166, 0.38990, -0.20807], [2.45521, 1.59074, 0.89939], [0.99576, 1.71166, -0.22900], [2.63276, 1.70868, -1.08923], [-1.25484, 0.43926, -2.65605], [0.08353, -0.57155, -2.72371], [0.27596, 1.07477, -2.53503], [-1.68997, -2.22723, -1.40242], [-1.05856, -2.54354, 0.13364], [-0.20422, 0.10588, 2.63614], [-0.89662, -0.43559, 1.54288], [-0.94709, 0.72563, 3.16140], [0.70990, 0.67688, 2.37915], [0.02643, -0.78321, 3.24637]],
  "forces_ev_per_angstrom": [[-2.43, -0.03, -0.03], [2.15, 3.95, 1.22], [-1.56, -4.18, -0.58], [0.40, 0.29, -1.66], [0.06, -0.68, -0.24], [0.31, -1.54, -0.09], [0.38, 0.73, -1.17], [1.77, 0.43, 0.25], [0.30, 0.57, 1.08], [0.35, 0.06, -0.54], [-0.39, 0.80, 0.31], [-0.51, -0.65, 0.39], [-0.29, -0.37, 0.52], [-0.41, 0.27, -0.35], [-0.33, -0.35, 1.09], [-0.15, 0.29, -0.54], [0.63, 0.05, 0.14], [-0.57, -0.34, 0.02], [0.31, 0.69, 0.18]],
  "total_charge": 1,
  "e_homo_ev": [-11.133, -12.595],
  "multiplicity": 5,
  "energy_ha": -359.0173,
  "homo_lumo_gap_ha": [0.275, 0.290],
  "relative_energy_kcal_mol": 0.0,
  "lumo_energy_ha": [-0.134, -0.172]
}